(1)
A single C6H5BrClIN2O2 molecule, computed with ωB97M-V/def2-TZVPD.

Results
Frontier orbital gap = 0.274 Ha
Energy above the lowest of the compared OMol25 structures with the same formula, charge and spin = 164.92 kJ/mol
E_HOMO = -8.565 eV
Structure (SMILES) = O=[N+]([O-])/C(Br)=C/C=C(Cl)\C=C/NI
DFT total energy = -3823.273748 Eh
LUMO energy = -1.1123 eV

```
18
C6H5BrClIN2O2, DFT ωB97M-V/def2-TZVPD
C 0.09 1.01 -1.44
C -0.61 -0.11 -1.70
C 0.02 1.08 1.12
C -0.03 1.69 -0.09
C 0.10 -0.40 1.10
C -1.42 -0.77 -0.57
N 1.08 -1.26 0.84
N -1.33 -2.16 -0.40
O -0.22 -2.61 -0.71
O -2.04 -2.85 0.35
Cl -0.20 3.41 -0.11
Br -2.95 0.10 0.06
I 2.79 -0.28 -0.08
H 0.46 1.54 -2.39
H -0.40 -0.53 -2.68
H 0.03 1.50 2.14
H -0.62 -0.91 1.80
H 0.76 -2.19 0.18
```

Charges obtained by Mulliken population analysis, quoted in units of e: C -0.5776; C -0.0331; C -0.6114; C 0.7103; C -0.0976; C -0.3227; N -0.6729; N 0.8488; O -0.6185; O -0.6366; Cl -0.2003; Br -0.0288; I 0.1423; H 0.3154; H 0.3711; H 0.3488; H 0.5132; H 0.5497



(2)
A single C23H32N2O2S molecule, computed with ωB97M-V/def2-TZVPD.

Results
Frontier orbital gap = 0.295 Ha
Energy above the lowest of the compared OMol25 structures with the same formula, charge and spin = 290.63 kJ/mol
E_HOMO = -7.960 eV
Structure (SMILES) = O=S(=O)(C[C@@H](CN1CCCCC1)N1CCCCC1)c1ccc2ccccc2c1
DFT total energy = -1553.785769 Eh
LUMO energy = 0.0618 eV

```
60
C23H32N2O2S, DFT ωB97M-V/def2-TZVPD
O -0.27 -3.65 -0.52
S -0.47 -2.44 0.24
O -1.06 -2.56 1.55
C 1.12 -1.61 0.40
C 2.00 -1.67 -0.64
C 3.25 -1.03 -0.54
C 4.19 -1.05 -1.59
C 5.39 -0.41 -1.47
C 5.70 0.29 -0.29
C 4.81 0.32 0.75
C 3.56 -0.33 0.65
C 2.62 -0.30 1.71
C 1.41 -0.93 1.58
H 0.69 -0.94 2.38
H 2.87 0.22 2.62
H 5.05 0.86 1.66
H 6.65 0.79 -0.21
H 6.11 -0.43 -2.27
H 3.94 -1.59 -2.50
H 1.74 -2.23 -1.53
C -1.54 -1.35 -0.74
H -1.14 -1.31 -1.75
H -2.49 -1.88 -0.75
C -1.65 0.02 -0.05
N -2.96 0.63 -0.06
C -3.65 0.80 -1.32
C -4.62 -0.33 -1.70
C -5.58 -0.62 -0.55
C -4.79 -0.89 0.73
C -3.87 0.30 1.02
H -3.29 0.11 1.92
H -4.49 1.19 1.19
H -4.20 -1.80 0.63
H -5.47 -1.03 1.57
H -6.22 -1.47 -0.79
H -6.23 0.25 -0.39
H -4.07 -1.23 -1.96
H -5.19 -0.02 -2.59
H -2.92 0.93 -2.12
H -4.23 1.73 -1.24
H -1.40 -0.16 1.00
C -0.60 1.00 -0.61
N 0.04 1.74 0.46
C -0.83 2.69 1.14
C -1.10 3.97 0.32
C 0.21 4.64 -0.06
C 1.10 3.63 -0.79
C 1.29 2.38 0.08
H 1.80 2.67 1.00
H 1.91 1.65 -0.44
H 0.64 3.36 -1.74
H 2.08 4.07 -1.00
H 0.72 4.98 0.84
H 0.03 5.51 -0.69
H -1.72 4.65 0.92
H -1.67 3.71 -0.58
H -0.34 2.97 2.08
H -1.77 2.19 1.36
H -1.08 1.66 -1.35
H 0.19 0.44 -1.12
```

Charges obtained by Mulliken population analysis, quoted in units of e: O -0.7565; S 1.3244; O -0.6976; C -0.0252; C -0.5597; C 0.8575; C -0.8849; C -0.5201; C -0.5854; C -0.7811; C 0.8378; C -0.9472; C -0.4108; H 0.4585; H 0.4104; H 0.4112; H 0.4016; H 0.3983; H 0.4356; H 0.4654; C -1.1949; H 0.3761; H 0.4268; C -0.9149; N 0.5732; C -0.8950; C -0.4848; C -0.8239; C -0.6033; C -0.8042; H 0.5344; H 0.4890; H 0.2209; H 0.3904; H 0.3769; H 0.3089; H 0.2125; H 0.4053; H 0.4813; H 0.3618; H 0.4499; C -1.2774; N 0.4501; C -0.7764; C -0.5312; C -0.8670; C -0.6623; C -0.6829; H 0.4889; H 0.0597; H 0.2807; H 0.4299; H 0.3077; H 0.4146; H 0.4408; H 0.2129; H 0.5193; H 0.2007; H 0.5512; H 0.7221



(3)
2 unconnected molecules or ions with the total composition C2H2N2O, computed with ωB97M-V/def2-TZVPD.

Results
Frontier orbital gap = 0.399 Ha
Energy above the lowest of the compared OMol25 structures with the same formula, charge and spin = 500.90 kJ/mol
E_HOMO = -11.114 eV
DFT total energy = -261.973139 Eh
LUMO energy = -0.2547 eV

```
7
C2H2N2O, DFT ωB97M-V/def2-TZVPD
C 1.33 0.37 0.01
C -0.04 0.04 0.16
N 2.46 0.62 0.03
N -0.79 -0.72 -0.69
O -0.36 -1.23 0.59
H -0.86 1.29 0.62
H -1.74 -0.37 -0.72
```

Charges obtained by Mulliken population analysis, quoted in units of e: C -0.0321; C 0.5009; N -0.3064; N -0.4296; O -0.2712; H 0.2413; H 0.2970



(4)
3 unconnected molecules or ions with the total composition C3H13NO2S2, computed with ωB97M-V/def2-TZVPD.

Results
Frontier orbital gap (spin up / spin down) = 0.353 / 0.206 Ha
Total charge = +1
Energy above the lowest of the compared OMol25 structures with the same formula, charge and spin = 114.52 kJ/mol
E_HOMO (spin up / spin down) = -13.461 / -13.381 eV
DFT total energy = -1123.332782 Eh
2S+1 = 2
LUMO energy (spin up / spin down) = -3.8557 / -7.7879 eV

```
21
C3H13NO2S2, DFT ωB97M-V/def2-TZVPD
N -0.81 -1.65 -1.54
C -0.98 -0.82 -2.76
C -0.86 0.76 -2.48
S -0.16 1.05 -0.80
S -1.61 0.62 0.50
C -1.56 2.09 1.51
H 0.11 -1.72 -1.12
H -1.29 -2.39 -1.51
H -0.39 -1.16 -3.66
H -2.05 -0.88 -3.07
H 0.01 1.25 -3.05
H -1.66 1.21 -2.97
H -2.44 2.78 1.51
H -1.25 1.89 2.53
H -0.95 2.82 1.04
H 2.33 1.00 3.05
H 2.28 -0.20 3.86
O 2.69 0.18 3.15
H 3.42 -2.25 1.35
H 2.49 -2.01 2.58
O 2.67 -2.59 1.89
```

Charges obtained by Mulliken population analysis, quoted in units of e: N -0.4307; C -0.3359; C -0.5789; S 0.1429; S 0.2915; C -0.8296; H 0.2100; H 0.1489; H 0.3037; H 0.2967; H 0.3040; H 0.4502; H 0.3680; H 0.3358; H 0.3187; H 0.2670; H 0.3093; O -0.5800; H 0.3150; H 0.3108; O -0.6173



(5)
3 unconnected molecules or ions with the total composition C36H61B2FN4O11, computed with ωB97M-V/def2-TZVPD.

Results
Frontier orbital gap = 0.300 Ha
E_HOMO = -8.059 eV
Structure (SMILES) = CCOCCOCc1c(Cc2ccc(C)cc2)c(CB(O)O)c2c(c1B(N)O)C(=O)N([C@@H](C)F)C2=O.COCCNCCOC.COCCNCCOC
DFT total energy = -2604.676495 Eh
LUMO energy = 0.1124 eV

```
115
C36H61B2FN4O11, DFT ωB97M-V/def2-TZVPD
C 0.54 3.92 -0.78
C 1.89 3.63 -1.44
O 2.51 2.46 -0.95
C 3.08 2.57 0.35
C 2.90 1.29 1.14
O 1.73 1.27 1.94
C 0.58 0.76 1.31
C 0.61 -0.74 1.05
C 0.71 -1.23 -0.27
C 0.82 -0.32 -1.46
C -0.51 -0.08 -2.15
C -1.72 -0.14 -1.49
C -2.92 0.06 -2.16
C -2.95 0.33 -3.53
C -4.25 0.54 -4.26
C -1.72 0.41 -4.19
C -0.53 0.20 -3.52
C 0.70 -2.62 -0.52
C 0.85 -3.20 -1.90
B 2.38 -3.38 -2.26
O 2.84 -2.80 -3.43
O 3.21 -4.05 -1.40
C 0.56 -3.45 0.58
C 0.44 -2.95 1.87
C 0.49 -1.60 2.16
B 0.37 -1.09 3.66
N -0.82 -1.39 4.40
O 1.44 -0.46 4.25
C 0.30 -4.13 2.78
O 0.65 -4.26 3.91
N -0.23 -5.21 1.94
C -1.67 -5.19 1.84
C -2.19 -5.59 0.48
F -2.19 -6.07 2.79
C 0.46 -4.94 0.68
O 0.94 -5.79 -0.01
H -0.10 3.04 -0.88
H 0.06 4.77 -1.25
H 0.66 4.11 0.29
H 1.73 3.46 -2.50
H 2.56 4.49 -1.34
H 2.65 3.40 0.91
H 4.15 2.76 0.25
H 3.74 1.19 1.83
H 2.94 0.43 0.46
H -0.25 0.96 2.00
H 0.34 1.31 0.39
H 1.48 -0.80 -2.19
H 1.25 0.64 -1.19
H -1.76 -0.36 -0.42
H -3.85 -0.01 -1.61
H -4.26 -0.09 -5.15
H -4.35 1.58 -4.56
H -5.08 0.23 -3.63
H -1.71 0.63 -5.25
H 0.41 0.26 -4.06
H 0.45 -4.21 -1.88
H 0.34 -2.61 -2.66
H 3.61 -3.26 -3.79
H 3.81 -4.69 -1.80
H -1.19 -0.68 5.02
H -1.57 -1.74 3.82
H 1.23 0.43 4.56
H -2.07 -4.20 2.11
H -1.99 -4.81 -0.25
H -1.73 -6.52 0.13
H -3.27 -5.71 0.53
C -6.45 8.25 -2.72
O -6.84 7.90 -4.03
C -6.09 8.52 -5.07
C -5.24 7.51 -5.81
N -4.16 7.02 -4.97
C -3.42 5.89 -5.53
C -4.17 4.59 -5.77
O -4.58 3.94 -4.58
C -5.83 4.36 -4.05
H -7.18 7.83 -2.04
H -5.46 7.85 -2.46
H -6.43 9.34 -2.60
H -5.47 9.33 -4.67
H -6.80 8.96 -5.77
H -4.81 7.99 -6.70
H -5.91 6.71 -6.15
H -4.54 6.75 -4.08
H -2.59 5.68 -4.85
H -2.97 6.21 -6.48
H -3.47 3.90 -6.25
H -5.02 4.71 -6.45
H -6.52 4.68 -4.83
H -5.71 5.18 -3.33
H -6.26 3.51 -3.52
C 6.70 -5.49 7.35
O 5.66 -5.93 6.50
C 4.35 -5.64 6.97
C 3.67 -4.60 6.11
N 4.29 -3.29 6.27
C 3.82 -2.28 5.32
C 4.09 -2.51 3.84
O 5.45 -2.46 3.47
C 6.17 -3.67 3.61
H 7.63 -5.90 6.95
H 6.78 -4.40 7.37
H 6.56 -5.86 8.37
H 4.38 -5.31 8.02
H 3.78 -6.57 6.92
H 2.62 -4.53 6.40
H 3.70 -4.96 5.07
H 5.29 -3.39 6.18
H 4.29 -1.34 5.59
H 2.75 -2.15 5.46
H 3.60 -1.70 3.30
H 3.63 -3.44 3.47
H 5.53 -4.54 3.43
H 6.63 -3.76 4.59
H 6.97 -3.67 2.86
```

These are the Mulliken partial charges, in e, on atoms 1 to 99: C -0.8895; C -0.4084; O -0.3469; C -0.9527; C -0.0205; O -0.3814; C -0.6637; C 0.2570; C 1.0839; C -0.5959; C 0.5463; C 0.1065; C -1.1785; C 1.1637; C -1.2456; C -0.8190; C -0.6393; C 0.3469; C -1.9793; B 0.8663; O -0.5837; O -0.5447; C 1.0296; C 1.1321; C -0.2051; B 0.6870; N -0.4092; O -0.4674; C -0.4800; O -0.4735; N 0.1424; C 0.8676; C -1.3076; F -0.3734; C -0.7098; O -0.5170; H 0.0601; H 0.4303; H 0.2890; H 0.3174; H 0.4282; H 0.3578; H 0.3917; H 0.5196; H 0.0350; H 0.6710; H -0.5199; H 0.4303; H -0.6851; H 0.4577; H 0.3297; H 0.3647; H 0.0014; H 0.3790; H 0.3930; H 0.4910; H 0.5016; H 0.1451; H 0.2713; H 0.2721; H 0.2388; H 0.1672; H 0.2503; H 0.0392; H 0.2431; H 0.3350; H 0.4260; C -0.7166; O -0.3479; C -0.7999; C -0.1932; N -0.3074; C -0.8100; C -0.4941; O -0.3628; C -0.7429; H 0.2402; H 0.2997; H 0.3466; H 0.4061; H 0.3925; H 0.3701; H 0.1681; H 0.0867; H 0.3916; H 0.4176; H 0.3593; H 0.3888; H 0.3473; H 0.2110; H 0.3220; C -0.7075; O -0.3545; C -0.8899; C 0.0075; N -0.3170; C -0.7441; C 0.5064; O -0.5008



(6)
A molecular structure, C3H3NOS, computed with ωB97M-V/def2-TZVPD.

Results
Frontier orbital gap (spin up / spin down) = 0.275 / 0.262 Ha
Energy above the lowest of the compared OMol25 structures with the same formula, charge and spin = 633.61 kJ/mol
E_HOMO (spin up / spin down) = -7.932 / -7.738 eV
DFT total energy = -644.045601 Eh
LUMO energy (spin up / spin down) = -0.4619 / -0.5995 eV

```
9
C3H3NOS, DFT ωB97M-V/def2-TZVPD
C -2.33 -0.02 -0.01
C -1.21 -0.52 -0.10
C -0.27 -1.49 0.02
N 0.70 0.91 -0.11
O 0.89 -1.70 0.08
S 2.09 0.20 -0.02
H -2.72 0.83 -0.35
H 0.73 1.59 -0.82
H 2.13 0.20 1.30
```

Charges obtained by Mulliken population analysis, quoted in units of e: C -0.3552; C 0.0909; C 0.3944; N -0.4888; O -0.3665; S 0.0665; H 0.2812; H 0.2130; H 0.1645